No. 1
This record from the OMol25 dataset describes 10 unconnected molecules or ions with the total composition C37H63N5O13. The level of theory is wB97M-V/def2-TZVPD.

XYZ file:
```
118
Properties=species:S:1:pos:R:3:forces:R:3:lowdin_charge:R:1
C -6.33619 0.28748 5.90215 0.32 0.07 0.00 -0.06
C -6.88963 -0.93794 5.18086 -0.03 0.51 1.84 -0.22
O -6.09549 -1.18689 4.03214 -0.85 -0.02 -0.59 0.00
C -5.50578 -2.37726 3.92631 1.80 -0.28 0.24 -0.53
C -4.64717 -2.52253 2.69861 -0.03 -0.01 -0.18 0.03
O -5.41437 -3.19258 4.81086 -0.81 -0.02 0.20 0.09
H -6.37571 1.15929 5.24660 -0.05 0.05 0.09 0.07
H -5.29864 0.15128 6.22154 0.02 -0.17 -0.26 0.07
H -6.86828 0.50130 6.83083 -0.31 -0.03 -0.21 0.08
H -6.87984 -1.77679 5.87610 0.25 -0.21 -0.28 0.12
H -7.94327 -0.75867 4.96741 0.13 -0.06 -0.78 0.12
H -5.02747 -2.03478 1.80432 -0.01 0.03 0.05 0.10
H -4.45841 -3.57485 2.52076 -0.32 -0.08 -0.09 0.08
H -3.65990 -2.11866 2.94527 -0.14 0.30 -0.01 0.07
C -0.49900 -1.39102 1.52099 -1.09 0.33 0.26 -0.06
C -0.22102 0.08723 1.31998 0.55 -0.54 0.74 -0.21
O 0.30391 0.28444 0.00232 -0.47 0.53 -0.16 0.00
C 1.61557 0.14510 -0.18556 0.08 0.35 -0.27 -0.56
C 2.00102 0.28044 -1.62768 0.86 -0.63 -0.07 0.03
O 2.41352 -0.11035 0.67741 -0.07 -0.03 0.33 0.10
H 0.42645 -1.94673 1.64297 -0.02 -0.12 -0.07 0.09
H -1.13081 -1.78733 0.72117 0.35 0.06 -0.28 0.08
H -1.13960 -1.50122 2.40337 0.39 -0.03 0.21 0.06
H -1.08681 0.72976 1.45343 -0.19 -0.14 -0.43 0.10
H 0.49896 0.38879 2.08597 0.12 0.14 -0.27 0.12
H 1.23731 0.53424 -2.35243 -0.28 -0.09 0.20 0.06
H 2.42129 -0.71836 -1.80365 -0.19 0.07 -0.50 0.09
H 2.87032 0.92502 -1.75619 -0.11 0.20 0.27 0.06
O -0.28215 -4.08713 8.27441 0.45 -0.47 0.37 0.18
C -0.96404 -3.44471 7.56005 -0.51 0.34 0.00 -0.57
O -1.28182 -3.78159 6.28655 0.02 0.07 -0.37 0.07
C -2.20207 -2.82553 5.78456 -0.96 1.17 -0.21 -0.13
C -2.00339 -1.64581 6.72741 0.49 0.13 -1.26 -0.14
O -1.55637 -2.27571 7.92206 -0.30 0.11 -0.01 0.07
H -2.04401 -2.46105 4.76505 0.75 -0.55 -0.02 0.11
H -3.23570 -3.17912 5.76930 0.17 -0.46 0.45 0.11
H -2.87921 -0.99884 6.74635 -0.17 -0.32 0.93 0.12
H -1.20453 -1.00914 6.34067 0.11 -0.06 0.16 0.10
O -4.00458 -4.07988 -1.48212 -0.21 0.18 -0.26 0.18
C -3.13919 -4.42209 -0.75539 0.31 -0.31 0.40 -0.57
O -3.22314 -4.45194 0.59668 0.22 0.30 -0.21 0.03
C -1.92595 -4.72957 1.14989 -0.45 -0.54 -0.35 -0.10
C -1.19037 -5.37224 -0.03144 0.31 0.36 0.39 -0.10
O -1.91806 -4.86593 -1.15533 0.13 -0.03 0.00 0.05
H -1.41283 -3.80830 1.41372 -0.26 0.07 0.25 0.09
H -2.11936 -5.35967 2.01290 0.41 -0.05 0.05 0.14
H -1.14449 -6.45892 -0.06216 -0.35 -0.04 0.07 0.13
H -0.16822 -4.99391 -0.04158 -0.02 -0.04 -0.33 0.13
O -1.68457 -0.06280 -5.92716 -0.05 0.01 0.01 0.17
C -1.01850 -0.87825 -5.37644 0.24 0.12 0.36 -0.57
O -0.84561 -2.14254 -5.77232 0.24 -0.07 -0.53 0.08
C 0.17812 -2.79566 -5.00843 -1.15 0.39 1.04 -0.07
C 0.36206 -1.83413 -3.81760 0.85 0.72 -0.94 -0.10
O -0.32233 -0.63797 -4.22640 -0.51 -0.38 -0.22 0.01
H -0.28736 -3.71083 -4.65360 0.49 -0.36 -0.28 0.13
H 1.08741 -2.91909 -5.58460 -0.08 -0.19 -0.19 0.13
H 1.39506 -1.49315 -3.78171 0.12 -0.51 0.58 0.11
H -0.01651 -2.19906 -2.86789 -0.05 0.06 0.04 0.13
C 7.01632 -0.65220 -2.09147 0.32 0.60 0.49 -0.10
C 5.58962 -1.12865 -2.02427 -1.10 0.57 -0.27 -0.29
C 5.36720 -2.63385 -2.20541 -0.22 0.44 -0.30 -0.18
C 5.60091 -3.04521 -3.59535 0.22 -0.13 0.54 -0.24
N 5.75224 -3.41047 -4.66978 0.01 -0.01 -0.44 0.14
H 7.42829 -0.67044 -3.09897 0.13 -0.24 0.04 0.07
H 7.65823 -1.17771 -1.37939 0.01 -0.37 -0.31 0.08
H 7.08150 0.37723 -1.72608 -0.21 0.07 -0.27 0.06
H 4.96472 -0.64264 -2.78886 0.41 0.01 -0.26 0.09
H 5.07871 -0.73901 -1.13773 0.37 -0.53 0.41 0.09
H 4.30805 -2.84705 -2.04096 0.10 -0.19 0.37 0.11
H 5.99501 -3.22000 -1.53709 -0.10 -0.12 0.03 0.12
C 4.41747 2.57565 -4.28740 -0.65 0.48 0.49 -0.12
C 5.56597 2.84555 -5.24526 0.45 -0.26 0.62 -0.23
C 6.84270 3.20819 -4.43661 0.25 -0.31 0.20 -0.18
C 8.01814 2.42207 -4.82225 0.24 -0.17 -0.18 -0.24
N 8.93887 1.79792 -5.11691 -0.28 0.16 0.07 0.14
H 3.42325 2.54677 -4.74036 0.20 -0.12 -0.37 0.07
H 4.34496 3.38549 -3.55075 0.10 -0.09 0.02 0.07
H 4.53592 1.64877 -3.72329 0.22 0.01 -0.04 0.05
H 5.33143 3.66571 -5.91796 -0.03 -0.18 -0.26 0.11
H 5.80483 1.92492 -5.77510 -0.23 0.21 -0.47 0.11
H 6.67687 2.97940 -3.37973 -0.01 0.15 0.01 0.11
H 7.14542 4.25316 -4.50486 -0.28 0.09 -0.01 0.12
C -1.32845 3.83051 -3.23443 0.68 -0.30 -0.05 -0.09
C -1.15647 2.31985 -3.34222 0.43 -0.45 0.54 -0.26
C -2.44969 1.52306 -3.31812 -1.13 0.25 -1.44 -0.19
C -3.38214 1.72230 -2.21671 0.52 0.03 0.09 -0.21
N -4.12807 1.87399 -1.35965 -0.16 0.09 0.28 0.15
H -1.75116 4.21641 -4.16136 -0.43 0.17 0.26 0.08
H -0.34391 4.29927 -3.14623 0.00 -0.05 0.00 0.06
H -1.87443 4.10418 -2.33250 -0.34 0.13 -0.23 0.07
H -0.50731 1.93721 -2.54771 -0.01 0.19 0.07 0.09
H -0.66108 2.05568 -4.27685 -0.02 0.05 -0.02 0.11
H -2.35084 0.46085 -3.52190 0.43 -0.08 0.49 0.10
H -3.01112 1.81836 -4.21870 -0.05 0.13 0.16 0.13
C 2.64488 5.27517 -0.77442 -0.12 -0.55 -0.77 -0.10
C 1.96469 4.01468 -0.26023 -0.03 -0.05 -0.19 -0.26
C 2.80820 3.26740 0.76898 0.73 -0.26 -0.54 -0.16
C 3.92151 2.57542 0.09661 -0.04 0.43 0.19 -0.23
N 4.82693 2.11135 -0.43013 0.20 -0.22 -0.28 0.18
H 3.58259 5.02429 -1.27789 0.19 0.06 0.36 0.07
H 2.80262 6.00115 0.01782 0.04 0.17 -0.08 0.08
H 2.02940 5.67099 -1.58481 -0.08 0.41 0.28 0.07
H 1.79942 3.33890 -1.10368 -0.28 0.04 0.02 0.10
H 0.99674 4.28165 0.16351 -0.04 -0.15 0.08 0.11
H 2.26922 2.48033 1.29424 -0.13 0.32 0.36 0.11
H 3.30791 3.99278 1.41395 -0.36 -0.20 0.51 0.13
C -4.35390 1.25850 2.03363 1.29 0.03 -0.29 -0.10
C -3.56596 2.53629 2.38748 -1.20 0.37 -0.50 -0.25
C -3.18619 2.66459 3.85116 0.65 -1.07 0.41 -0.17
C -2.22211 1.61189 4.24429 -0.05 0.00 -0.13 -0.20
N -1.55152 0.72663 4.54231 0.01 0.12 -0.14 0.18
H -5.40725 1.47496 1.90100 -0.17 -0.30 0.41 0.08
H -4.10952 0.47328 2.75153 -0.56 -0.07 0.09 0.05
H -3.99370 0.90001 1.06933 -0.17 -0.03 -0.06 0.04
H -4.26101 3.35554 2.18398 0.33 0.22 -0.06 0.11
H -2.72205 2.67458 1.71419 0.20 0.00 0.19 0.10
H -4.03462 2.42297 4.49825 -0.20 0.55 -0.09 0.12
H -2.74745 3.62753 4.09983 -0.18 0.12 0.07 0.12
```
Positions in Å, forces in eV/Å.

The value obtained for the HOMO-LUMO gap is 10.67 eV. Its structure (SMILES) is CCOC(C)=O.CCOC(C)=O.O=C1OCCO1.O=C1OCCO1.O=C1OCCO1.CCCC#N.CCCC#N.CCCC#N.CCCC#N.CCCC#N. Its molar mass is 785.9 g mol⁻¹.

=====

No. 2
This record from the OMol25 dataset describes a molecular structure, C37H64BBrF2N5PdSSbSi3. The level of theory is wB97M-V/def2-TZVPD.

XYZ file:
```
116
Properties=species:S:1:pos:R:3:forces:R:3:lowdin_charge:R:1
Pd 0.56527 -0.04855 1.48877 -0.36 0.75 -0.22 0.68
C -5.35889 0.42106 0.93101 0.00 0.01 0.06 -0.02
C -4.17607 -0.36331 1.42923 -0.01 0.08 -0.02 -0.23
C -4.32303 -1.46040 2.27542 0.04 0.08 0.22 -0.03
C -3.21032 -2.15261 2.72180 -0.15 0.05 0.11 -0.09
C -1.97771 -1.69851 2.29434 0.13 -0.16 0.07 -0.75
Br -0.37837 -2.53235 2.84984 -0.06 -0.39 0.18 0.88
N -1.79266 -0.67980 1.48223 -0.01 0.40 0.11 -0.08
C -2.88206 -0.02339 1.06208 -0.05 0.18 -0.11 -0.10
H -6.04018 0.66764 1.74799 0.07 -0.01 -0.03 0.10
H -5.92680 -0.15383 0.19671 0.04 0.01 0.10 0.07
H -5.04401 1.35383 0.45944 -0.02 -0.07 0.02 0.09
H -5.31249 -1.77070 2.59442 0.06 0.05 0.01 0.13
H -3.29386 -3.00235 3.38719 0.03 0.07 -0.04 0.12
H -2.69669 0.82201 0.40251 -0.10 -0.17 0.16 0.09
C 4.49060 2.79445 1.91196 0.15 0.19 0.09 -0.31
Sb 2.37104 2.72545 1.54645 -0.09 -0.46 0.05 1.48
C 2.08466 0.73448 2.52117 0.37 0.26 0.08 -0.50
C 1.04055 0.90356 3.55807 0.35 -0.13 -0.03 -0.47
C 0.98520 0.23501 4.79229 0.05 -0.08 0.08 -0.04
C -0.11679 0.40419 5.60122 0.14 -0.14 0.11 -0.03
C -1.17408 1.18576 5.15137 -0.22 0.12 0.04 -0.03
C -1.08394 1.76785 3.90465 -0.04 0.06 -0.07 -0.12
N 0.00454 1.66416 3.13240 -0.31 -0.27 -0.07 0.02
Si 3.55645 -0.45603 2.85053 0.01 0.16 0.10 0.46
C 4.75971 -0.48994 1.41160 0.06 -0.01 -0.16 -0.16
C 3.01448 -2.23234 3.11318 -0.01 -0.13 0.15 -0.21
C 4.43997 0.08905 4.41176 0.08 -0.02 0.08 -0.16
C 2.31926 2.20491 -0.64540 0.00 -0.11 0.01 -0.54
C 2.44348 0.75307 -0.96311 0.09 -0.03 -0.04 -0.35
C 3.26777 0.34962 -2.07216 -0.07 0.80 0.02 0.00
C 3.63230 -0.93277 -2.29404 0.08 -0.51 -0.08 0.01
C 3.02653 -1.91802 -1.50318 0.28 -0.40 -0.67 -0.01
C 2.05532 -1.53120 -0.61987 0.52 0.36 0.90 -0.24
N 1.83672 -0.21810 -0.27114 -0.25 0.15 0.02 0.03
Si 3.73439 3.33104 -1.38836 -0.03 -0.11 -0.04 0.45
C 3.76092 5.01083 -0.55015 0.05 0.17 -0.01 -0.19
C 5.40828 2.47662 -1.23349 0.14 -0.09 0.04 -0.17
C 3.53010 3.74650 -3.21063 -0.08 0.01 -0.15 -0.18
Si 0.63055 2.85050 -1.32318 0.20 -0.01 -0.11 0.43
C 0.47345 4.69228 -1.08693 -0.10 0.16 -0.13 -0.17
C 0.43877 2.41476 -3.13581 -0.04 -0.19 -0.15 -0.14
C -0.81175 2.03723 -0.46330 -0.19 0.20 -0.20 -0.21
H 4.58894 2.60378 2.98213 0.02 0.03 -0.07 -0.01
H 4.83103 3.81675 1.73813 0.00 -0.11 -0.01 0.01
H 5.13391 2.10849 1.36945 -0.16 0.02 0.03 -0.02
H 1.79364 -0.41370 5.10328 -0.05 0.10 -0.04 0.09
H -0.16263 -0.07901 6.57128 0.00 0.04 -0.09 0.13
H -2.05309 1.34949 5.76442 0.09 -0.02 -0.05 0.12
H -1.89302 2.37588 3.51130 0.05 -0.05 0.01 0.12
H 4.37561 -0.01060 0.50776 0.07 -0.08 0.11 0.00
H 5.00850 -1.52943 1.16771 -0.04 0.13 0.01 0.05
H 5.69607 0.00942 1.67541 -0.07 -0.05 -0.02 0.05
H 2.40987 -2.62738 2.29501 0.03 0.00 -0.02 -0.02
H 2.46847 -2.38561 4.05148 0.04 0.00 -0.16 0.02
H 3.92515 -2.84505 3.16383 -0.14 0.11 0.03 0.05
H 4.67079 1.15548 4.42403 -0.01 -0.08 0.03 0.02
H 5.39327 -0.44797 4.49086 -0.12 0.05 -0.03 0.05
H 3.87258 -0.13493 5.31952 0.08 0.03 -0.09 0.03
H 3.63758 1.12623 -2.73117 0.03 -0.09 0.11 0.10
H 4.33147 -1.19590 -3.07927 -0.06 0.03 0.06 0.14
H 3.22670 -2.97363 -1.65884 0.02 0.16 0.10 0.15
H 1.68612 -2.23934 0.10019 -0.29 -0.31 0.08 0.10
H 3.51381 5.06576 0.50939 0.01 -0.01 -0.02 -0.01
H 3.08998 5.70200 -1.06552 0.09 -0.06 0.03 0.03
H 4.77812 5.41026 -0.65829 -0.14 -0.06 0.01 0.06
H 6.10789 3.13997 -0.71380 -0.06 -0.07 -0.06 0.05
H 5.82691 2.28852 -2.22927 -0.06 0.03 0.12 0.05
H 5.40856 1.52516 -0.69341 -0.03 0.12 -0.09 0.01
H 2.75804 4.50548 -3.36893 0.06 -0.08 0.00 0.03
H 3.30881 2.91046 -3.88290 0.08 0.09 0.11 0.03
H 4.48032 4.18581 -3.54303 -0.13 -0.05 0.06 0.05
H 1.06507 5.26829 -1.80604 -0.10 -0.11 0.11 0.03
H 0.74135 5.01957 -0.08223 0.01 0.01 0.03 0.03
H -0.57901 4.96354 -1.24648 0.15 -0.04 0.01 0.05
H 1.00838 3.05349 -3.81285 -0.05 -0.05 0.10 0.03
H -0.62076 2.52345 -3.40416 0.12 0.01 0.04 0.04
H 0.71550 1.37259 -3.33800 -0.04 0.18 0.01 0.02
H -0.94006 2.39395 0.55510 0.00 0.05 0.22 0.03
H -0.75392 0.95159 -0.44409 0.06 -0.12 -0.12 -0.03
H -1.70514 2.31519 -1.04156 0.06 0.01 0.11 0.05
C -5.42595 -0.51191 -2.49368 -0.02 -0.09 -0.05 -0.11
C -4.65536 0.67389 -3.07117 0.00 0.03 0.02 -0.24
C -3.47921 0.31198 -3.98022 -0.05 -0.13 -0.02 -0.18
C -2.29598 -0.34567 -3.27858 -0.09 -0.16 -0.01 -0.16
N -2.56136 -1.78308 -3.04002 0.14 0.04 0.06 0.07
C -2.02009 -2.57377 -2.12672 0.01 0.13 -0.06 -0.54
S -0.87119 -1.90654 -0.95644 0.14 -0.08 -0.27 1.07
N -2.40990 -3.82825 -2.02052 0.11 -0.05 0.14 0.06
C -1.91543 -4.87180 -1.09812 -0.13 0.11 -0.07 -0.16
C -3.06835 -5.69946 -0.54316 -0.05 0.03 -0.06 -0.18
C -3.86221 -5.03135 0.58394 0.01 0.00 0.00 -0.23
C -4.63784 -3.76978 0.20253 -0.08 -0.08 -0.20 -0.10
H -6.31073 -0.17703 -1.94843 0.06 0.01 -0.11 0.07
H -4.82281 -1.10218 -1.79554 -0.01 0.04 -0.05 0.05
H -5.77853 -1.17973 -3.28762 0.05 0.05 0.04 0.08
H -4.28428 1.30427 -2.25431 0.00 -0.01 -0.02 0.10
H -5.34150 1.30255 -3.64278 0.00 -0.05 0.02 0.12
H -3.10592 1.21723 -4.46150 0.03 0.02 0.05 0.12
H -3.81638 -0.33061 -4.80551 0.00 0.06 0.06 0.12
H -2.11093 0.12730 -2.31712 0.05 0.03 0.10 0.09
H -1.38957 -0.25535 -3.87409 0.00 -0.01 -0.05 0.12
H -3.22861 -2.20251 -3.67369 -0.03 -0.01 -0.06 0.16
H -3.14535 -4.13231 -2.64301 -0.06 -0.06 -0.09 0.16
H -1.37896 -4.38060 -0.29261 0.07 0.06 0.05 0.09
H -1.20600 -5.48929 -1.64711 -0.01 -0.07 -0.03 0.13
H -2.64142 -6.63179 -0.16908 0.01 0.03 0.01 0.12
H -3.73492 -5.99659 -1.36448 0.02 0.04 0.08 0.12
H -3.17437 -4.80072 1.40661 0.00 -0.02 -0.05 0.10
H -4.55963 -5.77154 0.98008 -0.02 0.02 -0.02 0.12
H -3.97701 -2.92923 -0.03661 -0.06 -0.10 0.01 0.05
H -5.27703 -3.44664 1.02838 0.06 -0.13 -0.18 0.07
H -5.29193 -3.94387 -0.66095 0.09 -0.03 0.09 0.09
F 0.91141 -3.19248 -2.61991 -0.03 0.37 0.26 0.18
B 0.66529 -1.96346 -2.10988 -0.50 -0.25 -1.06 -0.97
F 0.78666 -0.91940 -2.95801 0.00 -0.36 0.33 0.17
```
Positions in Å, forces in eV/Å.

The relative energy (zero: lowest compared OMol25 entry of this formula, charge and spin) comes out at 0.0 kcal per mole. The value obtained for the HOMO-LUMO gap is 6.99 eV. Its charge is +2. Its molar mass is 1052.2 g mol⁻¹.